Molecular formula: CH3NOS
Method: DFT, wB97M-V/def2-TZVPD

Output
**Relative energy (zero: lowest compared OMol25 entry of this formula, charge and spin)**: 1.960 eV
**LUMO**: 0.83 eV
**Largest force on an atom**: 0.043 Eh/bohr
**HOMO**: -8.315 eV
**HOMO-LUMO gap**: 0.33605 Eh

ORCA input file:
```
! RIJCOSX wB97M-V def2-TZVPD def2/J DEFGRID3
* xyz 0 1
C 3.821 -1.103 -0.390
N 1.478 -0.384 -0.250
O 4.282 -0.711 0.543
S -0.129 0.078 0.114
H 0.241 1.334 0.163
H 1.736 -1.386 -0.071
H 1.926 0.071 -1.095
*
```